Here is a 9-piece molecular cluster, C36H63N3O12S6 overall in a non-equilibrium geometry from the Open Molecules 2025 dataset. Energies are from the ωB97M-V functional and the def2-TZVPD basis.

M = 922.3 g mol⁻¹
Structure (SMILES) = O=S1(=O)CCCC1.O=S1(=O)CCCC1.O=S1(=O)CCCC1.O=S1(=O)CCCC1.O=S1(=O)CCCC1.O=S1(=O)CCCC1.c1cc[nH]c1.c1cc[nH]c1.c1cc[nH]c1
Net charge = 0
Multiplicity = 1

Each atom is followed by the atoms it is bonded to, with distances in Å.
CARTESIAN COORDINATES (ANGSTROEM)
1 O 17.34 -7.87 4.12  S2 1.460
2 S 18.44 -6.97 4.45  O1 1.460, O3 1.462, C4 1.793, C7 1.828
3 O 19.59 -6.93 3.55  S2 1.462
4 C 17.80 -5.33 4.78  S2 1.793, C5 1.513, H8 1.094, H9 1.089
5 C 18.53 -4.86 6.02  C4 1.513, C6 1.526, H10 1.096, H11 1.095
6 C 18.62 -6.00 7.02  C5 1.526, C7 1.539, H12 1.089, H13 1.089
7 C 18.94 -7.25 6.18  S2 1.828, C6 1.539, H14 1.089, H15 1.090
8 H 16.74 -5.45 5.02  C4 1.094
9 H 17.75 -4.68 3.91  C4 1.089
10 H 19.52 -4.46 5.80  C5 1.096
11 H 18.02 -4.00 6.47  C5 1.095
12 H 17.73 -6.06 7.64  C6 1.089
13 H 19.45 -5.81 7.70  C6 1.089
14 H 18.39 -8.11 6.57  C7 1.089
15 H 20.00 -7.49 6.16  C7 1.090
16 O 22.00 -8.39 5.63  S17 1.446
17 S 23.11 -7.57 6.05  O16 1.446, O18 1.453, C19 1.825, C22 1.819
18 O 24.09 -8.08 6.99  S17 1.453
19 C 24.04 -7.08 4.56  S17 1.825, C20 1.519, H23 1.086, H24 1.090
20 C 23.36 -5.82 4.06  C19 1.519, C21 1.530, H25 1.089, H26 1.096
21 C 22.80 -5.00 5.22  C20 1.530, C22 1.556, H27 1.088, H28 1.090
22 C 22.56 -5.89 6.47  S17 1.819, C21 1.556, H29 1.089, H30 1.087
23 H 24.05 -7.95 3.92  C19 1.086
24 H 25.04 -6.84 4.92  C19 1.090
25 H 23.97 -5.21 3.39  C20 1.089
26 H 22.50 -6.10 3.45  C20 1.096
27 H 21.85 -4.55 4.93  C21 1.088
28 H 23.49 -4.19 5.50  C21 1.090
29 H 21.51 -5.90 6.75  C22 1.089
30 H 23.11 -5.54 7.34  C22 1.087
31 O 15.75 -14.19 3.85  S32 1.459
32 S 16.07 -12.80 3.56  O31 1.459, O33 1.447, C34 1.825, C37 1.814
33 O 15.05 -11.90 3.06  S32 1.447
34 C 16.90 -11.96 4.95  S32 1.825, C35 1.533, H38 1.090, H39 1.086
35 C 18.12 -11.27 4.33  C34 1.533, C36 1.538, H40 1.090, H41 1.089
36 C 18.70 -12.27 3.32  C35 1.538, C37 1.525, H42 1.090, H43 1.093
37 C 17.53 -12.78 2.48  S32 1.814, C36 1.525, H44 1.086, H45 1.094
38 H 17.25 -12.77 5.59  C34 1.090
39 H 16.16 -11.33 5.44  C34 1.086
40 H 17.83 -10.37 3.79  C35 1.090
41 H 18.82 -11.04 5.13  C35 1.089
42 H 19.31 -13.06 3.75  C36 1.090
43 H 19.37 -11.73 2.65  C36 1.093
44 H 17.72 -13.70 1.93  C37 1.086
45 H 17.22 -12.06 1.72  C37 1.094
46 O 23.55 -11.78 0.59  S47 1.439
47 S 22.31 -11.31 1.16  O46 1.439, O48 1.441, C49 1.809, C52 1.829
48 O 21.17 -12.17 1.40  S47 1.441
49 C 22.62 -10.33 2.65  S47 1.809, C50 1.541, H53 1.098, H54 1.085
50 C 21.68 -9.12 2.55  C49 1.541, C51 1.538, H55 1.097, H56 1.086
51 C 21.34 -8.73 1.11  C50 1.538, C52 1.532, H57 1.089, H58 1.088
52 C 21.73 -9.88 0.18  S47 1.829, C51 1.532, H59 1.091, H60 1.088
53 H 23.64 -9.98 2.48  C49 1.098
54 H 22.61 -10.82 3.62  C49 1.085
55 H 20.78 -9.54 3.01  C50 1.097
56 H 21.97 -8.31 3.23  C50 1.086
57 H 21.87 -7.84 0.77  C51 1.089
58 H 20.27 -8.53 1.00  C51 1.088
59 H 22.62 -9.61 -0.38  C52 1.091
60 H 20.99 -10.24 -0.53  C52 1.088
61 O 13.22 -6.16 2.26  S62 1.440
62 S 13.67 -5.73 3.56  O61 1.440, O63 1.463, C64 1.812, C67 1.804
63 O 14.77 -4.78 3.71  S62 1.463
64 C 12.33 -5.16 4.65  S62 1.812, C65 1.546, H68 1.091, H69 1.086
65 C 12.39 -6.02 5.94  C64 1.546, C66 1.547, H70 1.088, H71 1.092
66 C 13.74 -6.77 5.97  C65 1.547, C67 1.517, H72 1.088, H73 1.092
67 C 14.01 -7.20 4.54  S62 1.804, C66 1.517, H74 1.092, H75 1.093
68 H 11.39 -5.44 4.18  C64 1.091
69 H 12.33 -4.08 4.71  C64 1.086
70 H 12.23 -5.49 6.87  C65 1.088
71 H 11.65 -6.82 5.89  C65 1.092
72 H 13.68 -7.63 6.64  C66 1.088
73 H 14.48 -6.05 6.32  C66 1.092
74 H 13.37 -7.98 4.12  C67 1.092
75 H 15.02 -7.55 4.31  C67 1.093
76 O 17.79 -10.76 -0.30  S77 1.459
77 S 16.92 -9.75 -0.91  O76 1.459, O78 1.444, C79 1.852, C82 1.830
78 O 16.34 -9.98 -2.21  S77 1.444
79 C 15.63 -9.32 0.35  S77 1.852, C80 1.517, H83 1.091, H84 1.088
80 C 15.95 -7.91 0.81  C79 1.517, C81 1.538, H85 1.092, H86 1.088
81 C 17.45 -7.66 0.62  C80 1.538, C82 1.522, H87 1.092, H88 1.087
82 C 17.70 -8.10 -0.82  S77 1.830, C81 1.522, H89 1.089, H90 1.091
83 H 15.73 -10.11 1.09  C79 1.091
84 H 14.67 -9.45 -0.14  C79 1.088
85 H 15.42 -7.21 0.17  C80 1.092
86 H 15.66 -7.72 1.84  C80 1.088
87 H 17.98 -8.33 1.29  C81 1.092
88 H 17.74 -6.62 0.74  C81 1.087
89 H 18.74 -8.19 -1.12  C82 1.089
90 H 17.12 -7.56 -1.56  C82 1.091
91 C 21.30 -8.24 9.25  C92 1.408, C95 1.378, H96 1.078
92 C 20.04 -8.82 9.49  C91 1.408, C93 1.369, H97 1.081
93 C 19.19 -7.87 10.00  C92 1.369, N94 1.376, H98 1.075
94 N 19.93 -6.72 10.08  C93 1.376, C95 1.364, H99 1.009
95 C 21.21 -6.93 9.65  C91 1.378, N94 1.364, H100 1.077
96 H 22.23 -8.70 8.94  C91 1.078
97 H 19.83 -9.84 9.20  C92 1.081
98 H 18.15 -7.89 10.27  C93 1.075
99 H 19.58 -5.89 10.54  N94 1.009
100 H 21.97 -6.16 9.64  C95 1.077
101 C 17.91 -1.49 4.06  C102 1.410, C105 1.385, H106 1.077
102 C 16.51 -1.32 4.05  C101 1.410, C103 1.387, H107 1.078
103 C 16.22 -0.29 3.18  C102 1.387, N104 1.358, H108 1.077
104 N 17.39 0.15 2.66  C103 1.358, C105 1.362, H109 1.003
105 C 18.43 -0.59 3.14  C101 1.385, N104 1.362, H110 1.077
106 H 18.39 -2.29 4.60  C101 1.077
107 H 15.78 -1.96 4.53  C102 1.078
108 H 15.27 0.05 2.79  C103 1.077
109 H 17.45 0.72 1.83  N104 1.003
110 H 19.43 -0.43 2.77  C105 1.077
111 C 19.16 -3.44 9.88  C112 1.402, C115 1.384, H116 1.077
112 C 19.73 -3.51 11.16  C111 1.402, C113 1.376, H117 1.079
113 C 18.74 -3.88 12.04  C112 1.376, N114 1.372, H118 1.078
114 N 17.58 -4.00 11.33  C113 1.372, C115 1.358, H119 1.002
115 C 17.82 -3.71 10.02  C111 1.384, N114 1.358, H120 1.078
116 H 19.70 -3.26 8.96  C111 1.077
117 H 20.79 -3.47 11.37  C112 1.079
118 H 18.75 -4.25 13.05  C113 1.078
119 H 16.68 -4.18 11.74  N114 1.002
120 H 17.07 -3.79 9.25  C115 1.078

---

Here is the molecule C4H8N2 in a non-equilibrium geometry from the Open Molecules 2025 dataset. Energies are from the ωB97M-V functional and the def2-TZVPD basis.

M = 84.1 g mol⁻¹
Structure (SMILES) = CN(C)CC#N
Net charge = 0
Multiplicity = 1

Each atom is followed by the atoms it is bonded to, with distances in Å.
CARTESIAN COORDINATES (ANGSTROEM)
1 C -0.27 1.28 0.55  N2 1.456, H7 1.096, H8 1.098, H9 1.095
2 N -0.34 0.03 -0.19  C1 1.456, C3 1.448, C4 1.425
3 C -1.46 -0.85 0.09  N2 1.448, H10 1.100, H11 1.096, H12 1.099
4 C 0.84 -0.54 -0.75  N2 1.425, C5 1.430, H13 1.089, H14 1.262
5 C 2.06 0.17 -0.54  C4 1.430, N6 1.161
6 N 2.95 0.75 -0.08  C5 1.161
7 H -1.12 1.35 1.24  C1 1.096
8 H -0.31 2.15 -0.13  C1 1.098
9 H 0.66 1.35 1.13  C1 1.095
10 H -1.39 -1.29 1.09  C3 1.100
11 H -1.48 -1.66 -0.65  C3 1.096
12 H -2.41 -0.30 0.02  C3 1.099
13 H 0.61 -1.15 -1.63  C4 1.089
14 H 1.66 -1.29 -0.16  C4 1.262

---

Values of E_LUMO, in order: -0.134, 0.748, all in eV.
Values of Kohn-Sham gap, in order: 8.437, 9.251, all in eV.
Values of energy above the lowest of the compared OMol25 structures with the same formula, charge and spin, in order: 79.34, 254.24, all in kJ/mol.